C48H36N2OP2S7SiSn | wB97M-V/def2-TZVPD

Results
Energy above the lowest of the compared OMol25 structures with the same formula, charge and spin in kJ/mol: 199.10
LUMO level in eV: 0.16
Orbital gap in eV: 7.49
Energy in a.u.: -6009.3685

Element x y z (Å)
Sn  -0.66991  -0.04564  -0.59559
C  3.15804  0.21252  0.10668
Si  1.50109  -0.17450  0.89372
C  1.62307  -1.95633  1.55582
C  2.83510  -2.46524  2.03902
C  2.91707  -3.72601  2.60255
C  1.77862  -4.51703  2.71317
C  0.57107  -4.04502  2.23707
C  0.49905  -2.78574  1.63721
P  -1.10187  -2.14450  1.05235
C  -2.06601  -2.20978  2.60441
C  -3.13378  -3.07295  2.81888
C  -3.72457  -3.14606  4.07489
C  -3.25080  -2.36699  5.11843
C  -2.18246  -1.50329  4.90854
C  -1.59378  -1.42567  3.65876
C  -1.84154  -3.39207  -0.04159
C  -3.12718  -3.12590  -0.51848
C  -3.73416  -3.98831  -1.41470
C  -3.05113  -5.11164  -1.86315
C  -1.76402  -5.36394  -1.41697
C  -1.15620  -4.50687  -0.50917
C  1.40769  0.94895  2.44881
C  2.49630  0.94456  3.32836
C  2.57422  1.81552  4.40243
C  1.56032  2.73832  4.61917
C  0.46382  2.76002  3.77508
C  0.37666  1.86951  2.70512
P  -1.06729  1.87767  1.58356
C  -2.43163  2.62030  2.55193
C  -3.27454  1.75528  3.24845
C  -4.34790  2.24580  3.97611
C  -4.60323  3.60923  4.00041
C  -3.77756  4.47835  3.30148
C  -2.69728  3.98858  2.58208
C  -0.64536  3.20982  0.40307
C  0.62606  3.76870  0.32792
C  0.92902  4.69577  -0.66346
C  -0.02976  5.05988  -1.59247
C  -1.29965  4.49466  -1.53524
C  -1.60214  3.57069  -0.55083
H  3.97107  0.17530  0.83424
H  3.15112  1.21283  -0.32974
H  3.37390  -0.50146  -0.69111
H  3.73214  -1.86218  1.97163
H  3.86718  -4.09398  2.96740
H  1.83634  -5.49660  3.16887
H  -0.32194  -4.65269  2.32972
H  -3.50532  -3.69348  2.01465
H  -4.55237  -3.82362  4.23621
H  -3.70775  -2.43556  6.09663
H  -1.80666  -0.89204  5.71828
H  -0.75036  -0.75993  3.50127
H  -3.65166  -2.23528  -0.18751
H  -4.72730  -3.77171  -1.78484
H  -3.51655  -5.77720  -2.57768
H  -1.22283  -6.22600  -1.78325
H  -0.14392  -4.70090  -0.18253
H  3.30171  0.23589  3.17308
H  3.42675  1.77949  5.06825
H  1.62638  3.43996  5.44026
H  -0.33479  3.47088  3.94933
H  -3.09398  0.68798  3.21321
H  -4.99129  1.56011  4.51168
H  -5.44832  3.99356  4.55614
H  -3.97535  5.54214  3.31423
H  -2.05866  4.67606  2.04207
H  1.38500  3.48560  1.04669
H  1.92214  5.12237  -0.71186
H  0.21193  5.77201  -2.37027
H  -2.04819  4.76352  -2.26872
H  -2.59001  3.12486  -0.51488
O  -3.85710  -1.97807  -5.67961
C  -2.87950  -1.53958  -5.14157
S  -1.89012  -2.41198  -3.97665
C  -0.69381  -1.16052  -3.66600
C  -0.88449  -0.00875  -4.33137
S  0.05155  1.48590  -4.54978
S  -2.27230  0.10630  -5.41306
S  0.47966  -1.61559  -2.45242
S  5.84070  -1.07247  -4.88064
C  4.76144  -0.01223  -4.22700
S  3.04207  -0.24048  -4.38752
C  2.77759  1.17153  -3.42611
N  3.84134  1.75969  -3.02241
N  4.95907  1.09518  -3.45409
C  6.20495  1.65940  -3.03412
C  6.23274  2.36666  -1.83562
C  7.41707  2.93620  -1.40333
C  8.57681  2.80432  -2.15568
C  8.53300  2.11147  -3.35374
C  7.35137  1.53827  -3.80376
S  1.21736  1.82679  -2.92786
H  5.32906  2.46598  -1.25383
H  7.42998  3.48797  -0.47286
H  9.50536  3.23631  -1.80766
H  9.42390  2.01396  -3.95972
H  7.32846  1.00703  -4.74167